1.
Entry from the OMol25 dataset: a gas-phase ion, C11H23N2P (charge +2) at a distorted geometry (ωB97M-V with the def2-TZVPD basis set).

XYZ file:
```
37
Properties=species:S:1:pos:R:3:forces:R:3:lowdin_charge:R:1
C 0.18224 -2.73699 -1.86603 -0.215 -0.292 0.806 -0.093
C 0.62333 -1.50558 -1.11639 1.554 -0.386 -0.001 -0.529
P 1.11593 -0.11390 -2.21117 -1.672 -0.690 -1.174 0.947
C 0.73890 -1.55523 0.22989 -0.812 -1.287 -0.154 -0.114
C 1.02299 -0.46009 1.14536 -0.945 3.842 -0.574 -0.214
C 0.57552 0.85221 0.96086 -0.495 -0.706 0.575 0.018
C -0.54980 1.42187 0.06180 0.537 -1.129 1.256 -0.050
C -1.38564 0.62224 -0.60664 -0.637 4.961 0.578 -0.077
N -2.47560 1.25780 -1.44943 -0.309 0.880 1.265 -0.134
C -3.82200 0.64333 -1.46863 -1.127 -2.852 0.246 -0.011
C -2.69520 2.75444 -1.12239 1.731 0.040 -1.831 0.034
N 1.90812 -0.68165 2.34389 1.542 -2.727 -1.110 -0.126
C 3.44085 -0.85518 1.83303 -0.539 -0.565 0.294 0.058
C 1.89031 0.35057 3.46698 -0.896 0.498 0.276 -0.013
H 0.40771 -3.68507 -1.39381 0.259 -0.001 0.690 0.095
H 0.58242 -2.86404 -2.84135 0.331 0.442 -0.947 0.064
H -0.88588 -2.75264 -1.93492 -0.906 0.140 -0.303 0.082
H 1.77826 -0.96444 -3.09323 -0.137 -0.197 -0.545 -0.063
H 2.28743 0.10931 -1.64297 1.930 0.925 1.468 -0.113
H 0.38824 -2.54871 0.58462 0.573 0.709 0.588 0.140
H 0.89370 1.62715 1.69704 -0.111 -0.791 -0.843 0.105
H -0.74862 2.50132 0.14742 0.685 -0.730 -0.073 0.110
H -1.20989 -0.36791 -0.57238 -0.456 -3.266 -0.601 0.059
H -2.09411 1.13862 -2.37452 0.014 0.369 -0.809 0.166
H -4.46121 0.95392 -2.30586 0.719 0.411 0.091 0.119
H -3.67052 -0.45045 -1.60686 -0.140 0.608 0.055 0.114
H -4.44876 0.72824 -0.55469 1.042 0.472 -0.264 0.130
H -3.62523 3.11946 -1.60804 0.733 -0.432 0.407 0.126
H -2.68725 2.81755 -0.05376 -0.478 0.195 0.450 0.093
H -1.77981 3.28634 -1.53375 -1.357 -0.359 0.485 0.133
H 1.64764 -1.72634 2.62506 0.576 2.848 0.060 0.235
H 3.46278 -1.58877 1.00508 -0.429 0.758 0.103 0.100
H 3.84821 0.14390 1.55358 -0.517 -0.856 0.284 0.118
H 4.03553 -1.37984 2.61160 -0.559 0.853 -0.038 0.110
H 0.77680 0.69736 3.61352 2.277 -1.168 0.397 0.143
H 2.50492 -0.06401 4.33762 -1.474 0.454 -1.051 0.136
H 2.42768 1.27524 3.13949 -0.291 -0.974 -0.055 0.104
```
Positions in Å, forces in eV/Å.

The HOMO energy is -0.5698 Eh. The value obtained for the energy above the lowest of the compared OMol25 structures with the same formula, charge and spin is 0.0 kJ/mol. As for the spin multiplicity: 1. Its SMILES is C/C(P)=C/C(=C\C=C\[NH+](C)C)[NH+](C)C. As for the net charge: +2. The value obtained for the orbital gap is 8.34 eV.

---

2.
Entry from the OMol25 dataset: a molecular structure, C32H35N10O4Pb at a distorted geometry (ωB97M-V with the def2-TZVPD basis set).

XYZ file:
```
82
Properties=species:S:1:pos:R:3:forces:R:3:lowdin_charge:R:1
Pb -1.00419 -0.73034 0.15083 -1.289 -0.542 -0.179 1.543
N -1.28847 -4.73796 -4.45889 1.441 0.645 -0.951 0.014
C -2.07656 -4.21084 -3.39726 -1.672 -1.434 1.946 -0.291
C -1.38098 -3.25466 -2.43187 0.530 -0.101 0.517 -0.196
N -2.25410 -2.62509 -1.38374 0.146 0.592 -0.670 -0.236
C -3.29561 -1.70726 -1.96489 0.423 0.891 0.747 -0.206
C -2.79198 -0.66431 -3.02311 0.468 -0.487 0.638 -0.259
N -3.86293 0.24350 -3.49090 0.718 -1.022 1.406 0.025
C -2.82628 -3.60391 -0.44787 -0.402 -1.238 -0.034 -0.203
C -3.45922 -3.04883 0.82608 0.144 -0.318 0.393 -0.195
N -2.47978 -2.17727 1.57082 0.195 -0.801 -0.465 -0.072
H -1.69082 -4.54867 -5.36847 0.016 -0.107 0.066 0.082
H -0.33144 -4.36120 -4.48071 -0.567 -0.354 0.075 0.085
H -2.38619 -5.11611 -2.75999 0.084 1.184 -0.631 0.131
H -3.03074 -3.78557 -3.76511 0.438 -0.001 0.101 0.121
H -0.92516 -2.43938 -2.97762 0.131 0.310 -0.274 0.095
H -0.52274 -3.73681 -1.91389 -0.736 0.047 -0.274 0.111
H -3.71509 -1.20467 -1.07078 0.142 0.360 -0.485 0.085
H -4.14714 -2.19221 -2.36903 -0.749 -1.112 -0.549 0.113
H -2.27008 -1.21120 -3.84871 -0.405 0.482 0.570 0.118
H -2.03623 -0.08182 -2.46056 -0.053 0.142 -0.623 0.056
H -4.45054 -0.28014 -4.11024 -0.461 0.028 -0.450 0.077
H -3.47109 1.02498 -3.98278 0.108 0.182 -0.333 0.072
H -2.06236 -4.34246 -0.16857 0.346 0.470 -0.044 0.139
H -3.57147 -4.28290 -0.91679 0.049 0.669 -0.018 0.143
H -3.76894 -3.91690 1.46732 0.277 0.743 -0.579 0.147
H -4.36735 -2.49360 0.60059 0.077 0.223 0.132 0.113
H -1.73277 -2.79909 1.92508 -0.684 0.490 -0.061 0.061
H -2.90622 -1.71143 2.37911 0.246 -0.165 -0.354 0.107
C 1.21713 -2.71579 4.43990 0.965 0.172 0.364 -0.030
C 0.00468 -2.50550 3.80643 -0.442 0.630 -1.292 -0.040
N -0.21572 -1.40409 3.07081 -1.395 -0.864 1.626 0.105
C 0.67149 -0.43488 3.17147 1.586 0.301 -0.650 -0.242
C 1.96854 -0.74576 3.61767 0.719 0.586 1.701 -0.014
N 2.19951 -1.82134 4.36926 0.215 -0.147 -1.303 0.146
C 0.35318 0.92181 2.76992 -1.774 0.498 -1.717 -0.132
C 1.21103 1.98812 3.08757 0.354 1.059 -0.661 0.132
C 0.93886 3.30875 2.65086 0.020 -1.097 1.246 -0.070
C -0.24359 3.48824 1.93292 0.224 1.131 0.526 0.130
C -1.09051 2.38711 1.65779 -0.074 -0.377 0.564 -0.206
N -0.81206 1.14348 2.04292 1.609 -0.539 0.975 0.055
C -2.33747 2.63833 0.98403 -1.452 0.952 -0.311 -0.188
C -2.83508 3.96657 0.76628 0.554 1.162 0.315 0.001
N -3.96209 4.22674 0.10862 0.435 -0.248 0.495 0.134
C -4.64139 3.18451 -0.32548 -0.425 0.373 -0.392 -0.032
C -4.21495 1.87389 -0.10520 0.794 -1.433 1.029 -0.044
N -3.11769 1.59875 0.61316 -0.115 0.082 -1.211 0.105
C 1.87962 4.38769 2.99857 -0.441 0.564 -0.388 -0.183
C 1.62578 5.65667 2.50665 -1.054 0.635 -0.772 -0.016
C 2.64112 6.58740 2.39193 0.270 0.707 0.221 -0.092
N 3.86338 6.38395 2.90574 -0.352 -0.668 -0.909 0.109
C 4.08430 5.18331 3.46316 -0.589 1.083 0.415 -0.088
C 3.10531 4.21102 3.61355 0.701 -1.144 -0.059 -0.003
H 1.47043 -3.64872 4.92501 -0.328 0.045 0.424 0.138
H -0.78222 -3.24418 3.89879 -0.006 -0.075 -0.332 0.128
H 2.84007 -0.07031 3.48442 -0.774 -0.500 0.108 0.141
H 2.16763 1.81746 3.57384 -0.453 -0.079 0.144 0.110
H -0.58196 4.50692 1.66813 0.480 -0.946 0.054 0.113
H -2.37256 4.91766 1.16813 -0.283 -1.451 -0.480 0.148
H -5.56522 3.40176 -0.84879 0.019 -0.145 -0.125 0.140
H -4.77280 0.99896 -0.46808 0.117 0.605 0.120 0.124
H 0.61336 5.97384 2.18933 0.837 -0.353 -0.112 0.121
H 2.43386 7.51474 1.81229 0.399 -0.535 0.866 0.138
H 5.07798 5.02637 3.83552 0.278 -0.080 0.288 0.119
H 3.36312 3.29498 4.15898 0.016 0.347 -0.398 0.119
O 1.50729 -3.25310 -1.15348 -0.126 2.273 0.712 0.079
C 1.59954 -2.08224 -0.75180 1.330 -2.172 -1.899 -0.647
O 1.11837 -1.55813 0.29439 -1.100 0.692 1.129 -0.225
C 2.57864 -1.15421 -1.49969 1.805 -2.347 0.286 -0.040
C 2.31699 0.09297 -2.06833 -0.030 0.989 -0.255 0.021
C 3.31542 0.81975 -2.70077 -0.776 0.575 0.431 0.071
C 4.62479 0.34313 -2.59459 1.023 0.886 -1.579 -0.112
O 5.77360 0.87600 -3.09261 -1.870 -0.990 0.775 0.141
C 6.84146 -0.02885 -2.74536 -1.182 -0.145 0.582 -0.007
O 6.22277 -1.17672 -2.10246 -1.230 0.810 -0.581 0.132
C 4.87659 -0.93285 -2.04886 2.407 -0.174 -0.086 -0.131
C 3.88356 -1.72927 -1.57301 -1.507 0.373 0.509 0.117
H 1.30789 0.52575 -1.99794 0.491 -0.256 -0.231 0.123
H 3.03017 1.75448 -3.16818 0.478 -0.002 -0.069 0.143
H 7.44468 0.50257 -2.04916 0.626 0.214 0.829 0.157
H 7.41871 -0.28190 -3.61148 -0.008 -0.491 -0.625 0.167
H 4.06097 -2.71973 -1.20081 0.071 -0.259 0.086 0.153
```
Positions in Å, forces in eV/Å.

The HOMO energy (spin up / spin down) is -0.5495 / -0.5494 Eh. The value obtained for the energy above the lowest of the compared OMol25 structures with the same formula, charge and spin is 253.9 kJ/mol. As for the spin multiplicity: 1. As for the net charge: +3. The value obtained for the orbital gap (spin up / spin down) is 3.99 / 2.25 eV.

---

3.
Entry from the OMol25 dataset: a single C2H6O2 molecule at a distorted geometry (ωB97M-V with the def2-TZVPD basis set).

XYZ file:
```
10
Properties=species:S:1:pos:R:3:forces:R:3:lowdin_charge:R:1
C 0.85203 1.21317 -0.36362 -1.717 3.841 -3.477 -0.145
O 0.11032 0.12221 -0.85789 1.254 0.158 0.389 -0.228
C -0.10001 -0.89610 0.05349 2.421 -3.552 -1.340 -0.400
O -1.07101 -0.59346 1.03570 2.926 2.637 2.474 -0.111
H 1.06886 1.93006 -1.46253 -0.749 -1.942 3.584 0.170
H 1.83287 1.11360 0.06140 0.398 -0.999 0.337 0.055
H 0.15257 1.80155 0.31455 1.177 -0.275 -0.729 0.084
H -0.35066 -1.80605 -0.79711 -0.246 2.159 3.231 0.182
H 1.03872 -1.32138 0.54613 -3.211 1.469 -1.041 0.174
H -0.56898 0.14980 1.77594 -2.253 -3.498 -3.428 0.219
```
Positions in Å, forces in eV/Å.

The HOMO energy is -0.3859 Eh. The value obtained for the energy above the lowest of the compared OMol25 structures with the same formula, charge and spin is 326.4 kJ/mol. As for the spin multiplicity: 1. Its SMILES is COCO. The value obtained for the orbital gap is 11.04 eV.

---

4.
Entry from the OMol25 dataset: a single CH2N4O2S molecule at a distorted geometry (ωB97M-V with the def2-TZVPD basis set).

XYZ file:
```
10
Properties=species:S:1:pos:R:3:forces:R:3:lowdin_charge:R:1
O -0.43263 -1.11611 -2.00758 0.316 -0.202 -0.996 -0.118
N 0.84746 -0.77455 -1.51026 -0.173 0.071 0.287 0.052
C 0.76322 -0.19486 -0.38609 0.133 0.190 0.220 -0.425
O 1.90710 0.13512 0.29563 -0.020 -0.114 -0.438 0.018
N 1.55028 0.70158 1.52508 -1.261 -0.269 -0.208 0.059
N 0.31329 0.72265 1.61380 0.441 0.147 -0.144 0.018
N -0.26938 0.22421 0.46249 0.762 -0.050 0.102 -0.450
S -1.94092 0.32959 0.23550 0.146 -0.175 0.082 0.854
H -0.22519 -1.41424 -2.92440 -0.186 0.327 1.097 0.109
H -2.18679 -0.95933 0.53064 -0.159 0.075 0.000 -0.116
```
Positions in Å, forces in eV/Å.

The HOMO energy is -0.3330 Eh. The value obtained for the energy above the lowest of the compared OMol25 structures with the same formula, charge and spin is 164.5 kJ/mol. As for the spin multiplicity: 1. Its SMILES is O/N=c1/onnn1S. The value obtained for the orbital gap is 9.55 eV.

---

Repeat the third record exactly.
Entry from the OMol25 dataset: a single C2H6O2 molecule at a distorted geometry (ωB97M-V with the def2-TZVPD basis set).

XYZ file:
```
10
Properties=species:S:1:pos:R:3:forces:R:3:lowdin_charge:R:1
C 0.85203 1.21317 -0.36362 -1.717 3.841 -3.477 -0.145
O 0.11032 0.12221 -0.85789 1.254 0.158 0.389 -0.228
C -0.10001 -0.89610 0.05349 2.421 -3.552 -1.340 -0.400
O -1.07101 -0.59346 1.03570 2.926 2.637 2.474 -0.111
H 1.06886 1.93006 -1.46253 -0.749 -1.942 3.584 0.170
H 1.83287 1.11360 0.06140 0.398 -0.999 0.337 0.055
H 0.15257 1.80155 0.31455 1.177 -0.275 -0.729 0.084
H -0.35066 -1.80605 -0.79711 -0.246 2.159 3.231 0.182
H 1.03872 -1.32138 0.54613 -3.211 1.469 -1.041 0.174
H -0.56898 0.14980 1.77594 -2.253 -3.498 -3.428 0.219
```
Positions in Å, forces in eV/Å.

The HOMO energy is -0.3859 Eh. The value obtained for the energy above the lowest of the compared OMol25 structures with the same formula, charge and spin is 326.4 kJ/mol. As for the spin multiplicity: 1. Its SMILES is COCO. The value obtained for the orbital gap is 11.04 eV.